{
  "formula": "C84H97BrN7O3P2SSe2SiY",
  "method": "ωB97M-V with the def2-TZVPD basis set",
  "species": ["Y", "C", "C", "C", "C", "C", "C", "C", "C", "C", "C", "C", "C", "C", "C", "C", "C", "N", "C", "C", "C", "N", "C", "C", "C", "N", "C", "C", "C", "C", "C", "C", "C", "C", "C", "C", "C", "C", "N", "C", "C", "H", "H", "H", "H", "H", "H", "H", "H", "H", "H", "H", "H", "H", "H", "H", "H", "H", "H", "H", "H", "H", "H", "H", "H", "H", "H", "H", "H", "H", "H", "H", "H", "H", "H", "H", "H", "H", "H", "H", "H", "H", "H", "H", "H", "Br", "C", "C", "C", "C", "C", "C", "C", "C", "C", "C", "H", "H", "H", "H", "H", "H", "Se", "P", "C", "C", "C", "C", "C", "C", "C", "C", "C", "C", "C", "C", "C", "C", "N", "N", "N", "P", "Se", "C", "C", "C", "C", "C", "C", "C", "C", "C", "C", "C", "C", "H", "H", "H", "H", "H", "H", "H", "H", "H", "H", "H", "H", "H", "H", "H", "H", "H", "H", "H", "H", "C", "C", "C", "C", "O", "Si", "S", "O", "C", "C", "C", "C", "O", "C", "C", "C", "C", "H", "H", "H", "H", "H", "H", "H", "H", "H", "H", "H", "H", "H", "H", "H", "H", "H", "H", "H", "H", "H", "H", "H", "H", "H", "H", "H"],
  "coordinates": [[0.9925, -0.9787, -0.0590], [-1.1823, 3.6609, -3.7120], [0.1293, 3.0413, -4.1979], [0.8536, 2.3451, -3.0907], [1.7726, 2.8824, -2.2327], [2.3617, 4.2542, -2.2264], [3.7143, 4.2711, -2.9504], [2.1730, 1.8239, -1.3375], [3.1598, 1.9345, -0.3539], [3.7542, 0.9029, 0.3746], [4.9590, 1.0583, 1.1582], [5.7627, 2.3149, 1.2603], [6.5836, 2.5830, -0.0049], [5.2015, -0.1584, 1.7290], [4.1439, -1.0384, 1.2870], [4.0262, -2.3768, 1.6578], [3.1789, -3.3153, 1.0828], [2.3173, -3.0411, 0.0689], [1.9091, -4.2322, -0.4362], [1.2604, -4.3835, -1.6539], [0.9172, -3.3648, -2.5446], [0.7853, -2.0499, -2.2424], [0.3801, -1.4217, -3.3780], [0.1745, -0.0480, -3.5236], [0.7318, 0.9481, -2.7283], [1.5084, 0.6850, -1.6366], [0.2952, -2.3723, -4.4643], [0.6595, -3.5840, -3.9508], [0.8691, -4.8647, -4.6983], [-0.4248, -5.6677, -4.8308], [0.0409, -2.0445, -5.8980], [1.3318, -1.5727, -6.5721], [2.4694, -5.3191, 0.3425], [3.2447, -4.7453, 1.3053], [4.0925, -5.4088, 2.3393], [5.5136, -5.6337, 1.8149], [2.2576, -6.7701, 0.0580], [3.2213, -7.2838, -1.0167], [3.2977, -0.3707, 0.4573], [6.3874, -0.5780, 2.5339], [7.4063, -1.2829, 1.6345], [-1.6840, 4.1919, -4.5221], [-1.0008, 4.3601, -2.9010], [-1.8540, 2.8983, -3.3293], [0.7648, 3.8340, -4.6065], [-0.0877, 2.3363, -5.0063], [2.4950, 4.5762, -1.1934], [1.6808, 4.9593, -2.7073], [4.3890, 3.5364, -2.5124], [4.1840, 5.2545, -2.8880], [3.5851, 4.0174, -4.0033], [3.6150, 2.9050, -0.2304], [6.4457, 2.2550, 2.1119], [5.0872, 3.1538, 1.4378], [7.3240, 1.7991, -0.1543], [7.1091, 3.5356, 0.0692], [5.9337, 2.6067, -0.8761], [4.7215, -2.7368, 2.4056], [1.0871, -5.3950, -1.9979], [-0.3494, 0.2674, -4.4203], [1.6182, -5.4720, -4.1814], [1.2612, -4.6333, -5.6953], [-0.8315, -5.8783, -3.8420], [-0.2545, -6.6052, -5.3630], [-1.1704, -5.0876, -5.3701], [-0.7175, -1.2623, -5.9801], [-0.3359, -2.9321, -6.4138], [1.7255, -0.6979, -6.0582], [1.1562, -1.3236, -7.6184], [2.0831, -2.3587, -6.5279], [3.6529, -6.3686, 2.6265], [4.1255, -4.7787, 3.2306], [5.5041, -6.3561, 1.0011], [6.1693, -6.0076, 2.6014], [5.9170, -4.7012, 1.4256], [1.2313, -6.9264, -0.2810], [2.3989, -7.3500, 0.9745], [3.0839, -6.7266, -1.9405], [3.0552, -8.3430, -1.2170], [4.2512, -7.1510, -0.6934], [6.0818, -1.2504, 3.3387], [6.8529, 0.2952, 2.9979], [6.9501, -2.1582, 1.1779], [8.2863, -1.5933, 2.1978], [7.7235, -0.6136, 0.8376], [1.5196, -0.2827, 3.0969], [0.8450, -2.0016, 3.6417], [1.2188, -2.4509, 4.8815], [0.6485, -3.6173, 5.4023], [-0.3398, -4.2459, 4.7028], [-0.7256, -3.8037, 3.4214], [-1.7554, -4.4616, 2.7262], [-2.0334, -4.0987, 1.4397], [-1.2822, -3.0978, 0.8101], [-0.3087, -2.3275, 1.4385], [-0.0680, -2.6917, 2.8037], [1.9360, -1.8950, 5.4653], [0.9768, -3.9874, 6.3640], [-0.8362, -5.1106, 5.1229], [-2.2972, -5.2599, 3.2208], [-2.8149, -4.6033, 0.8862], [-1.4994, -2.9252, -0.2384], [-4.5571, 3.5819, -1.7463], [-4.8922, 1.5821, -1.1706], [-6.0422, 0.7913, -2.3667], [-6.0430, 1.2593, -3.6796], [-6.9399, 0.7674, -4.6066], [-7.8957, -0.1595, -4.2214], [-7.9295, -0.5981, -2.9073], [-7.0047, -0.1411, -1.9862], [-5.8157, 1.6234, 0.4021], [-7.1911, 1.8294, 0.4118], [-7.8565, 1.9773, 1.6152], [-7.1536, 1.9576, 2.8085], [-5.7788, 1.8050, 2.7939], [-5.1060, 1.6381, 1.5958], [-3.3892, 0.6256, -0.9016], [-2.7867, -0.5228, -1.4620], [-1.5778, -0.6246, -0.8981], [-1.4372, 0.3742, -0.0519], [-2.4948, 1.1365, -0.0411], [-3.3903, -1.7733, -2.5810], [-2.4311, -3.6194, -2.7882], [-3.5213, -0.9278, -4.1901], [-3.2872, 0.4387, -4.2744], [-3.2458, 1.0624, -5.5057], [-3.4215, 0.3222, -6.6624], [-3.6228, -1.0485, -6.5854], [-3.6657, -1.6741, -5.3548], [-4.9828, -2.2750, -1.8613], [-5.0360, -2.3355, -0.4712], [-6.0738, -2.9954, 0.1580], [-7.0482, -3.6273, -0.5996], [-6.9820, -3.5897, -1.9847], [-5.9518, -2.9213, -2.6182], [-5.3529, 2.0414, -3.9602], [-6.9042, 1.1245, -5.6258], [-8.6258, -0.5154, -4.9360], [-8.6816, -1.3078, -2.5911], [-7.0399, -0.5071, -0.9699], [-7.7412, 1.8763, -0.5192], [-8.9294, 2.1130, 1.6220], [-7.6804, 2.0676, 3.7469], [-5.2228, 1.8173, 3.7186], [-4.0306, 1.5343, 1.5683], [-3.1228, 1.0165, -3.3748], [-3.0654, 2.1269, -5.5524], [-3.3870, 0.8112, -7.6263], [-3.7243, -1.6384, -7.4880], [-3.7704, -2.7504, -5.2823], [-4.2416, -1.8965, 0.1176], [-6.1007, -3.0401, 1.2396], [-7.8399, -4.1778, -0.1100], [-7.7257, -4.1045, -2.5766], [-5.8747, -2.9138, -3.6973], [0.6082, 5.9121, 1.0359], [1.6213, 5.9436, 2.1850], [3.0024, 5.5152, 1.6878], [1.7166, 7.3640, 2.7661], [1.1807, 5.0961, 3.2177], [1.3367, 3.4406, 3.2746], [1.1094, 2.5692, 1.4120], [2.8197, 3.0636, 3.8611], [3.3166, 3.0714, 5.1749], [2.9076, 1.7792, 5.8888], [4.8449, 3.1421, 5.0460], [2.7797, 4.2829, 5.9444], [0.3263, 3.0348, 4.5025], [-1.0755, 3.0510, 4.5796], [-1.5446, 4.4750, 4.9084], [-1.7169, 2.5670, 3.2814], [-1.4393, 2.0921, 5.7230], [0.9064, 6.5861, 0.2364], [-0.3775, 6.1964, 1.3975], [0.5457, 4.8950, 0.6549], [3.3911, 6.2317, 0.9672], [2.9189, 4.5325, 1.2353], [3.6818, 5.4335, 2.5334], [1.9929, 8.0650, 1.9804], [2.4687, 7.3972, 3.5526], [0.7611, 7.6630, 3.1887], [3.2494, 0.9218, 5.3174], [1.8248, 1.7404, 5.9328], [3.3235, 1.7385, 6.8944], [5.1844, 2.3230, 4.4177], [5.3209, 3.0730, 6.0222], [5.1322, 4.0777, 4.5714], [1.7098, 4.1586, 6.0774], [2.9391, 5.1813, 5.3538], [3.2635, 4.3908, 6.9148], [-1.1156, 5.1593, 4.1824], [-1.1976, 4.7636, 5.8991], [-2.6296, 4.5359, 4.8752], [-1.5229, 3.2723, 2.4792], [-2.7915, 2.4529, 3.4084], [-1.2811, 1.6134, 2.9914], [-0.9690, 2.4214, 6.6474], [-1.0717, 1.0967, 5.4844], [-2.5162, 2.0506, 5.8695]],
  "atomic_forces_ev_per_a": [[0.45, -0.12, -0.39], [0.12, -0.07, -0.16], [-0.05, 0.06, 0.11], [0.22, 0.01, 0.08], [-0.21, -0.06, 0.03], [0.13, -0.16, -0.14], [-0.10, 0.14, 0.04], [0.08, 0.01, -0.12], [0.49, -0.50, -0.30], [-0.03, 0.36, -0.30], [-0.01, -0.12, 0.28], [0.05, -0.11, -0.14], [-0.03, 0.06, 0.17], [-0.06, 0.30, 0.01], [-0.04, 0.07, -0.19], [-0.11, -0.04, -0.05], [-0.02, 0.20, -0.14], [-0.18, 0.43, -0.08], [0.08, 0.10, -0.15], [0.09, 0.11, 0.16], [-0.05, -0.03, -0.16], [0.18, 0.04, 0.44], [-0.15, 0.05, -0.12], [0.11, -0.15, -0.04], [0.18, 0.07, 0.02], [-0.07, 0.14, -0.20], [0.09, -0.36, 0.15], [0.18, 0.46, -0.12], [-0.22, 0.05, 0.08], [0.14, 0.00, -0.04], [0.18, 0.05, 0.12], [-0.18, -0.04, -0.10], [-0.07, 0.01, 0.34], [-0.26, -0.24, -0.12], [0.10, 0.05, -0.19], [-0.07, -0.06, 0.16], [0.14, 0.05, -0.08], [-0.13, -0.07, 0.11], [-0.28, -0.25, -0.03], [-0.01, 0.03, -0.20], [0.03, 0.03, 0.23], [-0.10, 0.05, -0.04], [0.00, 0.09, 0.14], [-0.09, -0.05, 0.09], [0.01, -0.09, -0.09], [0.09, 0.05, -0.05], [-0.07, 0.12, 0.06], [-0.04, 0.04, 0.06], [0.04, -0.02, 0.00], [0.05, 0.04, -0.01], [0.01, -0.03, -0.04], [-0.02, 0.13, -0.03], [-0.12, 0.04, 0.07], [-0.02, 0.06, 0.11], [0.05, -0.11, -0.06], [0.04, 0.09, -0.04], [0.00, 0.01, -0.13], [0.02, -0.01, 0.04], [0.08, -0.06, -0.02], [0.12, 0.02, -0.03], [0.04, 0.07, -0.11], [0.04, -0.09, 0.06], [-0.06, -0.11, -0.01], [-0.03, -0.09, 0.01], [-0.13, 0.02, -0.02], [-0.09, -0.05, -0.04], [-0.11, 0.06, -0.02], [0.05, 0.06, 0.01], [0.04, 0.08, -0.13], [0.12, -0.04, 0.02], [-0.02, 0.07, 0.05], [-0.03, -0.07, 0.06], [0.04, -0.05, -0.07], [0.12, -0.02, 0.03], [0.10, 0.06, 0.00], [-0.04, -0.06, 0.10], [-0.08, 0.00, -0.01], [0.04, 0.03, -0.11], [0.01, -0.08, -0.06], [0.11, 0.01, -0.03], [0.00, 0.02, 0.07], [-0.04, -0.01, 0.05], [0.01, -0.10, -0.09], [0.11, -0.08, 0.03], [0.04, 0.04, -0.10], [-0.54, -0.63, -0.03], [0.42, 0.37, 0.34], [0.12, 0.36, -0.31], [-0.19, -0.20, 0.03], [0.13, -0.12, 0.30], [0.17, 0.25, -0.01], [-0.16, -0.12, -0.23], [-0.07, -0.30, 0.19], [0.32, 0.48, -0.10], [-0.70, -0.62, 0.60], [-0.18, -0.21, -0.02], [0.09, 0.11, 0.02], [-0.05, -0.02, 0.10], [-0.06, -0.13, 0.02], [-0.01, -0.06, 0.01], [-0.09, -0.07, -0.09], [0.01, -0.02, 0.03], [0.20, 0.15, -0.19], [-0.38, 0.28, 0.17], [0.03, 0.04, 0.10], [0.01, 0.10, 0.13], [-0.07, -0.04, -0.10], [-0.01, 0.02, 0.12], [-0.33, 0.03, -0.07], [0.15, 0.23, 0.04], [0.17, -0.11, -0.18], [-0.04, -0.04, -0.06], [-0.14, 0.03, -0.04], [-0.04, 0.00, 0.07], [0.04, 0.00, 0.11], [0.04, -0.14, -0.05], [-0.02, -0.49, -0.33], [-0.24, 0.08, 0.08], [0.18, -0.06, -0.08], [0.40, -0.16, -0.04], [-0.11, 0.68, 0.33], [-0.19, -0.16, -0.07], [0.15, -0.18, 0.01], [0.12, -0.04, 0.20], [0.06, -0.14, 0.09], [0.08, 0.11, -0.20], [-0.01, 0.05, -0.06], [-0.11, -0.05, -0.18], [-0.12, -0.12, 0.13], [0.14, -0.09, 0.09], [0.09, 0.17, -0.07], [-0.11, -0.10, 0.10], [-0.04, -0.02, 0.08], [-0.01, -0.09, -0.13], [0.23, 0.04, 0.06], [0.02, 0.02, 0.05], [0.00, 0.04, -0.08], [-0.02, -0.07, -0.03], [-0.01, -0.04, 0.00], [0.00, -0.04, 0.02], [-0.01, 0.01, 0.02], [-0.07, 0.03, -0.02], [-0.01, 0.03, 0.05], [0.09, -0.02, 0.11], [0.09, -0.01, 0.09], [0.06, 0.04, -0.05], [0.03, 0.11, -0.01], [0.03, 0.02, -0.08], [-0.02, 0.02, -0.02], [0.03, 0.01, 0.00], [-0.01, 0.06, 0.07], [0.00, -0.01, 0.00], [-0.08, 0.00, 0.02], [-0.10, -0.03, -0.04], [-0.06, -0.01, -0.07], [0.17, -0.05, 0.18], [0.08, 0.55, -0.42], [-0.16, 0.08, 0.12], [-0.03, -0.42, -0.09], [-0.08, 0.16, 0.45], [-0.38, -0.54, -1.58], [-0.29, 0.27, 1.02], [0.44, -0.14, 0.02], [0.36, 0.06, 0.53], [0.06, 0.25, -0.24], [-0.41, 0.01, 0.03], [0.12, -0.16, -0.16], [0.23, -0.15, 0.30], [-0.78, -0.11, 0.27], [0.19, -0.32, -0.09], [0.19, 0.06, 0.21], [0.15, 0.22, -0.29], [0.05, 0.17, -0.15], [-0.13, 0.12, 0.07], [-0.03, -0.01, -0.09], [0.09, 0.10, -0.12], [0.06, -0.16, -0.16], [0.17, 0.08, 0.10], [0.04, 0.12, -0.06], [0.09, 0.00, 0.10], [-0.16, 0.03, 0.05], [0.11, -0.15, -0.06], [-0.19, -0.08, 0.09], [0.05, 0.01, 0.14], [0.06, -0.14, -0.08], [0.08, 0.00, 0.13], [0.05, 0.14, -0.06], [-0.13, 0.09, 0.12], [0.07, 0.18, -0.02], [0.07, -0.04, 0.10], [-0.03, 0.13, -0.09], [0.05, 0.07, 0.14], [-0.18, 0.03, 0.02], [-0.05, 0.01, -0.20], [-0.17, 0.02, 0.08], [-0.02, -0.09, -0.12], [0.07, 0.05, 0.14], [0.01, -0.14, -0.03], [-0.17, -0.01, 0.02]],
  "mulliken_charge": [-0.138, -0.640, -0.993, 0.490, 1.107, -0.061, -1.337, 0.250, -0.582, 0.209, 0.728, -0.204, -1.173, 0.645, 0.281, -0.936, 0.869, 0.159, 0.396, -1.307, -0.251, 0.747, -0.521, -0.505, -0.264, 0.393, 1.578, 0.553, -0.932, -1.115, -0.741, -1.425, 0.547, 0.368, -1.296, -0.982, -1.265, -0.926, 0.273, -1.166, -1.170, 0.416, 0.391, -0.312, 0.429, 0.331, -0.856, 0.560, 0.114, 0.422, 0.352, 0.205, 0.409, -0.846, 0.328, 0.411, 0.046, 0.352, 0.539, 0.162, 0.328, 0.437, 0.158, 0.518, 0.165, -0.489, 0.488, 0.253, 0.408, 0.336, 0.491, 0.321, 0.216, 0.403, 0.118, 0.378, 0.394, 0.153, 0.399, 0.158, 0.388, 0.413, 0.165, 0.428, 0.235, -0.342, 1.225, -0.689, -0.985, -0.829, 1.271, -1.153, -1.105, 0.818, 0.352, -0.646, 0.495, 0.408, 0.359, 0.324, 0.470, -0.181, -0.419, 0.655, 0.526, -0.560, -0.745, -0.816, -1.040, 0.183, 0.829, -0.413, -0.717, -0.628, -0.648, -0.661, 0.460, -1.781, 1.455, -0.121, -1.137, 0.647, -0.135, 1.231, 0.931, -0.346, -0.926, -1.054, -0.596, 0.402, -0.381, -0.799, -0.632, -0.891, -0.447, 0.225, 0.419, 0.385, 0.460, 0.754, 0.440, 0.390, 0.387, 0.516, 0.431, -1.135, 0.501, 0.406, 0.368, 0.441, 0.438, 0.530, 0.420, 0.489, 0.512, -1.425, 1.937, -0.901, -2.069, 0.057, -1.854, -0.071, 1.424, 1.749, -1.224, -1.395, -1.526, -0.009, 2.226, -1.874, -1.492, -1.856, 0.458, 0.351, 0.031, 0.781, -0.401, 0.063, 0.416, 0.389, 0.352, 0.111, 0.027, 0.530, -0.079, 0.450, 0.370, 0.155, 0.170, 0.521, 0.204, 0.397, 0.389, 0.287, 0.159, 0.197, 0.380, 0.249, 0.371],
  "energy_ev": -344338.732,
  "gap_ev": 5.320,
  "lumo_energy_ev": 3.53,
  "homo_energy_ev": -1.791,
  "largest_force_ev_per_a": 1.71,
  "total_charge": -2
}